C13H27N5O4P | wB97M-V/def2-TZVPD

The spin multiplicity is 1. Its max |F| is 1.71 eV Å⁻¹. The charge is +1. The LUMO energy is -3.21 eV. The calculation puts the energy relative to the best compared isomer or geometry (same formula, charge and spin) at 4.990 eV. The HOMO-LUMO gap comes out at 8.23 eV.

CARTESIAN COORDINATES (ANGSTROEM)
C: 0.295 -0.894 0.608
C: -0.627 -0.051 -0.196
C: -0.958 -0.532 -1.566
N: -1.184 1.004 0.298
C: -1.134 2.263 -0.104
N: -2.228 3.044 -0.167
C: -3.572 2.516 0.148
N: -4.606 3.469 -0.101
C: -1.830 4.330 -0.546
O: -2.613 5.409 -0.676
N: -2.693 5.918 -2.106
O: -2.954 5.091 -2.851
C: -0.507 4.305 -0.741
O: 0.322 5.298 -1.114
N: -0.062 2.995 -0.472
P: 1.594 2.406 -0.595
C: 2.577 3.407 0.558
C: 2.110 2.993 -2.251
H: 0.144 -0.671 1.662
H: 0.046 -1.949 0.470
H: 1.328 -0.743 0.305
H: -1.717 -1.307 -1.408
H: -1.425 0.240 -2.174
H: -0.114 -1.015 -2.053
H: -3.610 2.165 1.177
H: -3.694 1.630 -0.482
H: -5.315 3.460 0.613
H: -5.026 3.373 -1.013
H: 0.596 5.801 -0.336
H: 2.530 3.001 1.565
H: 3.607 3.288 0.215
H: 2.369 4.475 0.550
H: 1.330 3.589 -2.721
H: 2.312 2.134 -2.884
H: 2.988 3.631 -2.169
C: 1.338 -6.715 -0.120
C: 2.100 -5.455 0.248
O: 1.305 -4.455 0.869
C: 0.682 -4.827 2.090
C: 1.651 -5.238 3.183
H: 0.502 -6.479 -0.780
H: 1.999 -7.415 -0.630
H: 0.934 -7.221 0.758
H: 2.490 -4.989 -0.658
H: 2.965 -5.697 0.873
H: -0.058 -5.616 1.915
H: 0.127 -3.944 2.411
H: 2.223 -6.125 2.911
H: 1.105 -5.464 4.099
H: 2.360 -4.435 3.389